(1)
C15H12BrF2N2O2PdS | ωB97M-V with the def2-TZVPD basis set

## Properties
- LUMO energy (spin up / spin down): 0.0956 / 0.0744 Ha
- ΔE to the lowest compared entry with this formula, charge and spin: 0.002 eV
- Net charge: -1
- Orbital gap (spin up / spin down): 7.03 / 6.65 eV
- Expectation value of S²: 2.01
- 2S+1: 3

Last column: Mulliken charge in e.
Positions of all 36 atoms, in Å:
Pd -1.42512 1.34929 -3.69699  -0.094
C 1.94727 -0.25701 -4.33659  -0.937
O 1.28928 -0.74634 -3.17909  -0.353
C 1.82521 -0.42300 -1.97254  0.937
C 3.14996 -0.09895 -1.76131  -0.458
C 3.57330 0.15568 -0.45989  -0.240
Br 5.40717 0.57633 -0.17160  -0.259
C 2.71618 0.11205 0.60692  -0.747
C 1.36454 -0.18390 0.39012  0.160
C 0.91872 -0.45480 -0.89661  0.638
O -0.37209 -0.78390 -1.12045  -0.709
C 0.45550 -0.14932 1.54347  0.422
N 0.84780 -0.02038 2.78873  -0.755
C -0.31819 0.00591 3.52684  0.421
C -0.50700 0.12790 4.90317  -0.728
C -1.80210 0.12925 5.38492  -0.426
C -2.90365 0.01202 4.52246  -0.450
C -2.73790 -0.11206 3.15563  -0.873
C -1.43178 -0.11384 2.67854  0.676
N -0.90324 -0.21781 1.41686  0.118
H 2.89437 -0.77962 -4.50086  0.316
H 2.11381 0.81910 -4.25244  0.381
H 1.27577 -0.45001 -5.16866  0.243
H 3.84865 -0.04763 -2.58235  0.377
H 3.04510 0.32183 1.61374  0.560
H -0.63380 -0.54885 -2.02964  0.077
H 0.34507 0.22099 5.56398  0.413
H -1.97613 0.22526 6.44939  0.362
H -3.90363 0.02088 4.93727  0.363
H -3.58546 -0.19970 2.48833  0.418
H -1.36967 -0.31396 0.52682  0.024
F -2.82578 -0.96890 -2.57090  -0.306
C -3.05522 0.12469 -3.42118  0.036
F -3.48078 -0.46757 -4.62416  -0.325
H -3.95680 0.59973 -3.01634  0.268
S 0.17063 2.53663 -2.73559  -0.550

Forces on atoms 1 to 3 (eV/Å):
0.0 0.0 0.0
0.0 0.0 0.0
0.0 0.0 0.1

=====

(2)
C29H60N4O12PdS5 | ωB97M-V with the def2-TZVPD basis set

## Properties
- LUMO energy (spin up / spin down): -0.0167 / -0.0175 Ha
- Orbital gap (spin up / spin down): 5.82 / 5.79 eV
- Expectation value of S²: 2.00
- 2S+1: 3

Last column: Mulliken charge in e.
Positions of all 111 atoms, in Å:
Pd -0.57412 0.06954 0.55687  0.847
C -1.35627 3.21758 -2.47371  -0.656
C -1.04683 2.07378 -1.86167  0.513
C -1.15160 0.72624 -2.55252  -0.451
O -0.90134 -0.35778 -1.87736  0.304
C -1.43188 0.60693 -3.85171  -0.813
C -1.67642 1.74224 -4.66670  0.361
C -1.60621 3.18095 -3.92930  0.107
O -1.73956 4.24004 -4.61951  -0.688
O -1.85364 1.57826 -5.89024  -0.717
O -0.77673 2.18054 -0.55391  -0.033
H -1.13311 4.17293 -2.02215  0.495
H -1.54912 -0.35275 -4.33303  0.385
C 0.28549 -3.96092 -6.05176  -1.351
C 0.81022 -3.68885 -4.65440  -0.156
C -0.23863 -3.23175 -3.60884  2.595
C -1.38134 -4.13451 -3.51489  0.029
N -2.28045 -4.85691 -3.47793  -0.607
H 0.90343 -3.69596 -6.90969  0.400
H -0.56203 -3.32115 -6.29774  0.355
H -0.06038 -4.99006 -6.14847  0.306
H 1.57067 -2.92061 -4.79455  0.189
H 1.25443 -4.54956 -4.15445  0.376
H -0.71413 -2.27885 -3.84118  -0.958
H 0.17186 -3.18236 -2.60030  -0.995
C -1.03166 -6.63947 0.78259  -0.919
S -2.26840 -5.41440 0.17013  0.496
O -3.29615 -5.13635 1.29054  -0.644
C -1.21903 -3.91837 0.05356  -0.122
H -0.21539 -6.83971 0.08854  0.339
H -1.61259 -7.53912 0.98568  0.375
H -0.49719 -6.24436 1.64649  0.226
H -1.71205 -3.04633 -0.37605  -0.150
H -0.37669 -4.09551 -0.61516  0.014
H -0.85067 -3.55666 1.01355  -0.134
C 1.17774 -1.47667 4.26867  -0.726
S -0.62329 -1.41953 3.83048  0.372
O -0.67148 -1.01931 2.36352  -0.425
C -1.00794 -3.21914 3.81518  -0.857
H 1.28211 -2.18877 5.08728  0.503
H 1.68170 -0.58593 4.64376  0.253
H 1.71136 -1.73329 3.35352  -0.101
H -0.40994 -3.72367 3.05627  0.109
H -2.06578 -3.29612 3.56388  0.238
H -0.86692 -3.78648 4.73514  0.505
C 2.36073 -3.65624 0.61346  -1.013
S 1.98500 -2.17208 -0.39600  0.574
O 0.76093 -1.56560 0.25607  -0.236
C 3.45522 -1.28204 0.26480  -0.809
H 2.38118 -3.34971 1.65927  0.122
H 3.38220 -4.02324 0.51345  0.481
H 1.71330 -4.52858 0.52425  0.207
H 4.37690 -1.76816 -0.05503  0.550
H 3.36574 -1.28609 1.35111  0.316
H 3.41645 -0.22336 0.00831  -0.213
C -2.38876 3.71671 2.38571  -0.679
S -2.61344 1.97043 2.93111  0.253
O -1.46854 1.25947 2.20175  -0.152
C -2.14483 2.11942 4.67888  -1.026
H -2.44668 3.85494 1.30607  0.094
H -1.36597 3.99750 2.63701  0.088
H -2.98076 4.45422 2.92765  0.583
H -1.18972 2.64252 4.72610  0.242
H -2.04542 1.15948 5.18556  0.353
H -2.88052 2.68077 5.25486  0.465
C 1.27381 4.47992 -0.16519  0.265
S 0.75724 6.18012 0.48529  0.331
O -0.62369 5.97994 1.03631  -0.570
C 1.80461 6.26931 1.97584  -0.599
H 0.87953 3.75655 0.54853  -0.432
H 2.35450 4.52044 -0.30141  0.429
H 0.82349 4.26097 -1.13337  -0.216
H 2.88107 6.20256 1.81813  0.315
H 1.50624 5.40294 2.56617  -0.087
H 1.56182 7.18509 2.51483  0.422
C -4.26847 -1.71155 1.99561  -0.800
C -3.84608 -0.74614 0.95220  0.379
O -2.64298 -0.72509 0.60840  -0.258
N -4.74581 0.06498 0.45532  -0.130
C -4.40813 1.02270 -0.65443  -0.675
H -3.61016 -1.52597 2.84431  -0.020
H -4.02261 -2.71735 1.65502  0.116
H -5.28383 -1.69241 2.39157  0.433
H -5.72777 0.03913 0.69026  0.287
H -5.30289 1.55476 -0.97760  0.414
H -3.85182 0.51892 -1.44488  0.176
H -3.72901 1.79876 -0.30140  0.024
C 1.52432 1.92379 3.69205  -1.519
C 1.93881 1.57379 2.23150  0.871
O 1.18459 0.91356 1.52486  0.990
N 3.10484 2.05299 1.74861  0.119
C 4.05768 2.94413 2.41380  -1.012
H 2.30653 1.53376 4.34329  0.527
H 0.55027 1.55165 4.00960  -0.205
H 1.53495 3.01087 3.77099  0.250
H 3.29797 1.86725 0.77480  0.064
H 5.09057 2.99889 2.06993  0.366
H 4.19651 2.63289 3.44916  0.406
H 3.66939 3.96254 2.40097  0.157
C 2.40713 2.83990 -3.32100  -1.508
C 2.96199 1.74744 -2.40569  1.022
O 3.38042 2.08348 -1.31713  -0.738
N 2.84072 0.45487 -2.68361  -0.086
C 2.19992 -0.12150 -3.86157  -0.197
H 2.55862 2.66419 -4.38602  0.521
H 2.87473 3.76120 -2.97363  0.363
H 1.33698 3.00744 -3.19929  0.261
H 3.22239 -0.17831 -1.99549  0.082
H 1.53040 -0.95248 -3.63953  -0.558
H 3.01815 -0.48800 -4.48147  0.431
H 1.66964 0.70926 -4.32714  0.203

Forces on atoms 1 to 3 (eV/Å):
-0.9 2.3 -1.1
0.1 0.6 -3.5
-0.1 -0.1 3.7

=====

(3)
C32H33CoN4O3PS2 | ωB97M-V with the def2-TZVPD basis set

## Properties
- LUMO energy (spin up / spin down): -0.1098 / -0.1186 Ha
- Net charge: +1
- Orbital gap (spin up / spin down): 6.48 / 7.94 eV
- Expectation value of S²: 6.02
- 2S+1: 5

Last column: Mulliken charge in e.
Positions of all 76 atoms, in Å:
Co 0.03212 1.16423 -0.76578  0.679
O 1.45796 3.43071 2.03631  -0.684
C 1.47865 2.28316 1.60185  -0.677
O 0.41961 1.77022 1.01547  1.399
C 2.66356 1.38356 1.75739  0.516
C 2.99579 1.12008 3.10981  -0.783
C 3.98553 0.21318 3.39988  -0.606
C 4.69632 -0.39432 2.40642  -0.695
C 4.47089 -0.06337 1.07711  -0.871
C 3.40466 0.79994 0.73710  0.629
S 3.04877 0.99408 -1.02367  0.223
H 2.42277 1.60554 3.90762  0.495
H 4.19037 -0.00860 4.47355  0.354
H 5.46734 -1.15523 2.58906  0.400
H 5.00772 -0.53189 0.25175  0.618
N 0.04266 2.11659 -2.63475  -0.481
N 1.10245 3.07250 -2.91571  -0.264
C 1.70345 3.61841 -1.75755  -0.157
N 1.00599 4.29887 -0.80206  -0.240
S 3.34122 3.06077 -1.42978  -0.120
H 0.21680 1.40811 -3.32430  0.255
H -0.90633 2.50370 -2.72519  0.324
H 0.94465 3.68658 -3.73793  0.236
H 0.01962 4.55016 -0.95559  0.210
H 1.28281 4.13143 0.16216  0.224
C -2.25303 3.78656 1.04597  -1.431
C -3.31195 2.82142 0.49489  0.156
C -3.74469 1.67940 1.42396  -1.516
C -2.98494 2.22735 -0.88226  -0.425
C -4.32067 1.73244 -1.51511  -0.924
O -4.07665 0.33669 -1.74661  -0.521
C -2.83259 0.05289 -1.41862  0.429
N -2.13181 1.03387 -0.89172  0.535
C -2.47394 -1.41358 -1.56785  -0.066
C -3.47234 -2.14501 -2.19820  -1.098
C -3.32146 -3.51816 -2.46127  -0.824
C -2.06166 -4.09466 -2.22913  -0.967
C -1.06356 -3.34998 -1.61001  -1.080
C -1.25136 -2.00763 -1.32019  0.887
P 0.09829 -1.25420 -0.34116  2.353
C -0.09745 -1.78833 1.39097  0.436
C -0.40229 -0.86828 2.36768  0.537
C -0.53714 -1.19473 3.72131  -1.054
C -0.35271 -2.52955 4.06067  -0.636
C -0.12438 -3.50560 3.09317  -0.800
C -0.00987 -3.15388 1.76024  -0.174
C 1.59870 -2.08280 -0.96188  0.158
C 2.62217 -2.56859 -0.16941  -0.388
C 3.80595 -2.99945 -0.78067  -0.891
C 3.95879 -2.86269 -2.15414  -0.496
C 2.91040 -2.46605 -2.93879  -0.970
C 1.73580 -2.09592 -2.31850  -0.350
H -2.80972 4.39974 1.72667  0.480
H -2.02099 4.40940 0.16559  0.264
H -1.37452 3.23890 1.35685  0.171
H -4.19866 3.45968 0.32870  0.502
H -2.94360 0.94282 1.59079  0.167
H -4.55744 1.10675 1.03659  0.428
H -3.98565 2.07715 2.41534  0.463
H -2.61893 3.05713 -1.47507  0.620
H -4.56733 2.13558 -2.50018  0.328
H -5.23479 1.81080 -0.92198  0.438
H -4.38090 -1.65654 -2.41426  0.605
H -4.15570 -4.03092 -2.84322  0.484
H -1.91663 -5.15381 -2.36291  0.440
H -0.11392 -3.82205 -1.41017  0.378
H -0.48918 0.16413 1.99555  -0.478
H -0.70666 -0.38915 4.43563  0.520
H -0.40158 -2.79647 5.07258  0.482
H -0.00662 -4.52106 3.40947  0.465
H 0.13305 -3.90771 0.96191  0.302
H 2.43614 -2.59181 0.90564  0.418
H 4.65501 -3.35665 -0.18970  0.454
H 4.89576 -3.12633 -2.62398  0.420
H 3.08207 -2.47376 -4.02311  0.409
H 0.87982 -1.80577 -2.94327  0.375

Forces on atoms 1 to 3 (eV/Å):
-0.1 -0.6 0.9
0.4 -0.8 -0.2
-0.8 0.8 -0.5